The following is a quantum chemistry calculation of a structure of composition C38H53AlClN6O4Te at a distorted geometry, from the OMol25 dataset.

Geometry as XYZ:
```
104
Properties=species:S:1:pos:R:3:forces:R:3
H 0.159170 5.711195 -5.963852 0.0 0.0 0.0
C -1.188692 3.537501 -5.117478 -0.1 0.2 -0.1
N 0.379105 1.343995 -1.645199 0.4 0.7 0.0
H -3.067446 -0.922073 -0.501318 0.0 0.0 0.0
Te 0.314967 -1.478971 3.403642 0.0 0.0 0.3
H -3.861735 4.270793 -4.358864 0.0 0.0 0.1
H 6.015987 -4.847292 1.372953 0.0 0.0 0.0
H -2.620723 1.626117 -1.987568 -0.1 0.1 0.0
C 2.050069 -2.599346 5.983941 0.0 0.1 0.0
N 0.319152 2.354930 -3.552056 0.2 0.2 -0.4
C -1.237443 4.126336 -6.571304 0.0 0.0 0.0
C -0.045100 5.067269 -6.818626 0.0 0.0 0.0
H 1.231109 3.094940 -0.646698 0.0 0.0 0.0
C 1.373933 1.636489 6.259529 0.0 0.1 0.0
H 5.653005 -2.109147 -0.027214 0.0 0.0 0.1
C 0.919233 0.975692 5.120772 0.0 0.1 -0.1
H 2.427902 2.771984 8.397436 0.0 0.0 0.0
H 3.492280 0.391067 3.829450 0.0 0.0 0.0
C -2.559999 2.657627 -1.648658 -0.1 0.1 0.0
C -2.437933 2.689278 -4.767969 0.0 0.0 0.0
H 1.185376 -5.321770 1.720094 0.0 0.0 0.0
H -3.374262 5.788527 -2.596270 0.0 0.0 0.0
Al 0.760770 0.172486 -0.240359 0.4 -0.8 -0.5
N 0.868049 3.258452 -2.697078 -0.2 -0.3 0.0
Cl -1.389095 4.567127 1.653854 0.0 0.0 0.0
N 3.066743 -1.958466 -0.776058 0.0 -0.1 -0.1
C -2.512410 5.265980 -0.713804 0.0 0.0 -0.1
C -2.999967 4.976492 -1.981260 0.0 0.1 0.1
C -1.294403 -1.204190 0.686319 0.6 0.3 0.2
C 2.027083 0.969786 7.283103 0.0 0.0 0.1
C 1.151082 -0.396417 5.020819 -0.2 0.0 0.0
C 3.413812 -0.700115 -0.529373 -0.3 0.1 0.0
H -0.260990 5.706273 -7.675632 0.0 0.0 0.0
H 6.799076 -3.342629 1.899867 0.0 0.0 0.0
C 2.166023 -2.205267 2.683926 -0.1 -0.1 -0.1
H -2.141515 1.761087 -4.264592 0.0 0.0 -0.1
C 3.494193 -4.153907 2.194426 0.0 0.0 0.0
C 5.731868 -1.239195 -0.673959 -0.1 0.1 -0.1
O -0.993270 4.568895 -4.163572 0.0 0.1 -0.2
C 3.313849 -1.403477 2.634813 0.0 0.2 0.0
H -0.621877 2.345645 4.494377 0.0 0.0 0.0
O -1.799139 -2.068737 1.370042 -0.2 -0.5 0.3
H 2.344103 0.539649 2.516487 0.0 0.0 0.0
C 1.797638 -1.111986 6.042022 0.1 0.0 0.1
H -1.282011 3.474223 -8.624186 0.0 0.0 0.0
C 0.071311 2.683275 -4.971593 0.1 0.0 0.3
C 6.012287 -4.061390 2.129186 -0.1 0.0 0.0
H 1.197370 2.703914 6.346687 0.0 0.0 0.0
C 4.663031 -3.399831 2.246412 0.1 0.0 -0.1
H 0.882736 -4.942077 3.403527 0.0 0.0 0.0
O 2.513305 0.187266 -0.461267 0.6 0.5 0.4
H 5.442218 -1.412638 2.438773 0.0 0.0 0.0
H 2.346297 -2.968480 6.963297 0.0 0.0 0.0
H -0.375894 0.358612 -3.409722 0.0 0.0 0.0
H -2.500340 6.282184 -0.343542 0.0 0.0 0.0
H -0.018866 1.742654 -5.509008 0.0 0.0 0.0
C -2.530771 4.931927 -6.748091 0.0 0.0 0.0
H -2.578134 5.802898 -6.086141 0.0 0.0 0.0
C 0.217269 1.799656 4.062592 0.1 -0.1 0.2
H -2.918889 2.379360 -5.694227 0.0 -0.1 0.0
H 4.085510 0.548036 2.178508 0.0 0.0 0.0
H 0.869692 4.520369 -7.060592 0.0 0.0 0.0
H 3.496608 1.418491 8.791213 0.0 0.0 0.0
C -3.003611 3.680224 -2.482401 -0.1 -0.1 0.1
H 3.558754 -5.224732 2.023782 0.0 0.0 0.0
C 1.035052 -4.496979 2.416854 0.1 0.1 0.1
H -1.600509 5.294793 -4.344353 0.0 0.0 0.0
H 0.105365 -3.992018 2.149013 0.0 0.0 -0.1
C 2.243590 -3.584403 2.423820 -0.1 -0.1 -0.1
H 5.720980 -1.507618 -1.728750 0.0 0.0 0.0
C 3.304062 0.100426 2.794679 0.0 -0.1 0.1
C -3.484388 3.365893 -3.880532 -0.1 0.1 0.1
H 2.851487 -2.841669 5.280147 0.0 0.0 0.0
H -1.741776 2.132122 0.284344 -0.1 -0.1 0.0
H 2.729689 -0.940788 7.951837 0.0 0.0 0.0
H -1.765853 0.149814 -1.009444 0.0 -0.1 0.1
N -0.082815 -0.612044 1.037912 -1.0 0.0 -0.6
C 2.475383 1.691880 8.524754 0.0 0.0 -0.1
H 1.351308 -2.732939 -0.128279 0.0 0.0 0.0
H 3.730454 -2.714270 -0.672220 -0.1 0.0 0.1
C -2.074069 2.925243 -0.375915 -0.1 0.0 0.0
H -2.574516 5.317562 -7.766855 0.0 0.0 0.0
H -4.335219 2.683356 -3.807825 0.0 0.0 0.0
H 0.942252 3.230468 -5.320628 0.1 0.0 0.1
C 0.050271 1.227925 -2.935335 -0.2 -0.2 0.1
C 2.231572 -0.403005 7.151978 0.0 0.0 0.0
N 1.696852 -2.220357 -0.938340 0.0 0.1 0.0
C -1.197610 3.020376 -7.635727 0.0 0.0 0.0
H -3.426745 4.330623 -6.592651 0.0 0.0 0.0
C 0.873637 2.640172 -1.559184 0.0 -0.1 -0.1
H -2.015724 2.303942 -7.542574 0.0 0.0 0.0
H 1.160442 -3.158720 5.682910 0.0 0.0 0.0
H 1.566320 -2.765135 -1.784864 0.0 0.0 0.0
H -1.706537 -1.592926 -1.387654 0.0 0.0 0.0
H 6.277829 -4.534504 3.076416 0.0 0.0 0.0
H -0.253438 2.470183 -7.624731 0.0 0.0 0.0
H 1.836960 1.424983 9.369080 0.0 0.0 0.0
H 6.630646 -0.684764 -0.436049 0.0 0.0 0.0
H -0.173819 1.196407 3.244073 0.0 0.0 -0.1
O 4.637457 -0.314456 -0.407498 0.0 -0.2 0.0
C 4.544488 -2.025491 2.426999 0.0 0.0 0.0
C -1.989991 -0.851287 -0.632929 0.2 0.1 0.0
C -2.033544 4.233883 0.076080 0.0 0.0 -0.1
H 0.899600 2.543432 3.642673 0.0 0.0 0.0
```
Forces are in eV/Å.

Summary:
HOMO-LUMO gap (alpha / beta) = 7.4 / 7.0 eV
Charge = +2
<S²> = 0.75
Energy = -3079.51734 hartree
Molar mass = 847.91 g mol⁻¹
E_LUMO (alpha / beta) = -4.9 / -6.0 eV
2S+1 = 2